# 1
Density functional theory data (ωB97M-V/def2-TZVPD) for C17H32N2O5Si2 as an isolated structure.

Computed properties:
**E_LUMO**: -0.52 eV
**Kohn-Sham gap**: 8.145 eV
**E**: -47119.2508 eV
**2S+1**: 1

```
58
C17H32N2O5Si2 (ωB97M-V/def2-TZVPD)
C 6.399 -1.029 0.115
C 5.937 -0.855 -1.317
O 4.879 0.070 -1.363
C 5.273 1.348 -1.840
C 4.420 2.476 -1.257
C 3.444 2.034 -0.183
C 2.229 1.278 -0.720
C 1.046 2.197 -1.027
Si -0.334 1.217 -1.860
C -1.934 2.236 -1.813
N -2.596 1.989 -0.516
C -3.426 3.118 -0.072
O -0.490 -0.219 -1.015
Si -0.783 -1.591 -1.915
C -1.956 -2.687 -0.897
C -1.980 -4.038 -1.555
O -1.087 -4.781 -1.400
H 6.708 -0.090 0.558
H 7.166 -1.789 0.211
H 5.534 -1.371 0.671
H 6.752 -0.568 -1.975
H 5.601 -1.825 -1.666
H 6.311 1.529 -1.560
H 5.263 1.335 -2.929
H 3.920 2.991 -2.070
H 5.072 3.219 -0.815
H 3.062 2.942 0.277
H 3.949 1.503 0.612
H 2.500 0.652 -1.563
H 1.898 0.619 0.074
H 0.631 2.560 -0.088
H 1.327 3.056 -1.632
H 0.027 1.039 -3.283
H -2.568 1.903 -2.638
H -1.722 3.296 -1.978
H -1.884 1.786 0.171
H -3.364 3.973 -0.735
H -3.137 3.421 0.927
H -4.452 2.776 0.012
H -1.384 -1.318 -3.232
H 0.464 -2.362 -2.066
H -2.946 -2.235 -0.907
H -1.572 -2.819 0.103
H -2.846 -4.347 -2.166
C -4.757 -3.437 3.185
C -5.096 -2.696 4.310
C -4.715 -1.368 4.406
C -4.002 -0.798 3.368
C -3.650 -1.522 2.244
C -4.032 -2.851 2.156
N -3.614 0.620 3.456
O -3.921 1.231 4.464
O -3.013 1.094 2.509
H -5.059 -4.473 3.111
H -5.659 -3.154 5.111
H -4.978 -0.791 5.281
H -3.089 -1.064 1.441
H -3.767 -3.430 1.282
```



# 2
Density functional theory data (ωB97M-V/def2-TZVPD) for C2H3CoLiO2 as an isolated structure.

Computed properties:
**E_LUMO (alpha / beta)**: -1.10 / -1.12 eV
**Kohn-Sham gap (alpha / beta)**: 6.296 / 6.994 eV
**E**: -44044.9288 eV
**2S+1**: 4

```
9
C2H3CoLiO2 (ωB97M-V/def2-TZVPD)
O 1.346 -0.791 -0.422
C 0.177 -0.680 0.044
C -0.754 0.393 -0.461
O -1.641 0.768 0.519
H -1.227 -0.049 -1.372
H -0.123 1.229 -0.855
Li -2.205 2.391 0.056
Co 1.436 -1.364 1.454
H 2.991 -1.897 1.037
```



# 3
Density functional theory data (ωB97M-V/def2-TZVPD) for an isolated molecule of C6H7Cl.

Computed properties:
**E_LUMO (alpha / beta)**: -0.57 / -0.57 eV
**Kohn-Sham gap (alpha / beta)**: 7.377 / 7.376 eV
**E**: -18850.6877 eV
**ΔE to the lowest compared entry with this formula, charge and spin**: 614.9 kJ/mol
**2S+1**: 1

```
14
C6H7Cl (ωB97M-V/def2-TZVPD)
C -2.361 0.532 0.357
C 0.039 1.279 -0.592
C -1.568 -0.535 -0.160
C -1.947 -1.810 0.048
C -0.152 -0.189 -0.577
C 1.168 1.779 0.186
Cl -3.975 0.567 -0.033
H -1.252 -2.633 -0.022
H -2.941 -2.045 0.395
H -0.070 -0.477 -1.637
H 0.589 -0.774 -0.005
H 1.988 1.083 0.412
H 0.649 2.023 1.125
H 1.555 2.717 -0.204
```



# 4
Density functional theory data (ωB97M-V/def2-TZVPD) for a 10-piece molecular cluster, C38H63N3O21 overall.

Computed properties:
**E_LUMO**: 0.25 eV
**Kohn-Sham gap**: 10.557 eV
**E**: -87888.3865 eV
**ΔE to the lowest compared entry with this formula, charge and spin**: 216.0 kJ/mol
**2S+1**: 1
**SMILES**: C[C@H]1COC(=O)O1.C[C@H]1COC(=O)O1.C[C@H]1COC(=O)O1.C[C@H]1COC(=O)O1.C[C@H]1COC(=O)O1.COC(=O)OC.COC(=O)OC.CCCC#N.CCCC#N.CCCC#N

```
125
C38H63N3O21 (ωB97M-V/def2-TZVPD)
C 3.299 -2.271 2.197
C 4.073 -1.433 3.169
C 5.069 -2.237 4.000
O 6.265 -2.031 3.245
C 6.127 -0.964 2.503
O 7.081 -0.439 1.932
O 4.922 -0.597 2.472
H 4.048 -2.943 1.755
H 3.111 -1.687 1.347
H 2.385 -2.825 2.516
H 3.446 -0.747 3.799
H 4.852 -3.301 4.142
H 5.264 -1.863 4.993
C 1.633 -3.052 -5.277
C 1.870 -2.224 -4.042
C 1.016 -2.543 -2.805
O 2.089 -2.581 -1.878
C 3.266 -2.487 -2.400
O 4.253 -2.597 -1.683
O 3.214 -2.139 -3.603
H 2.136 -3.988 -5.314
H 2.075 -2.673 -6.161
H 0.525 -3.251 -5.492
H 1.481 -1.224 -4.171
H 0.382 -3.373 -2.938
H 0.233 -1.745 -2.587
C -3.732 0.826 2.174
C -3.866 -0.773 1.755
C -5.059 -1.758 2.103
O -5.720 -2.131 0.825
C -5.064 -1.461 -0.148
O -5.318 -1.612 -1.350
O -4.020 -0.712 0.321
H -4.326 1.001 3.104
H -4.042 1.536 1.321
H -2.675 1.096 2.333
H -2.948 -1.399 2.105
H -5.814 -1.334 2.746
H -4.638 -2.601 2.583
C 4.077 2.507 3.343
C 2.841 2.309 4.297
C 1.790 3.415 3.966
O 0.618 2.778 4.092
C 0.787 1.471 4.139
O -0.202 0.745 4.296
O 1.981 1.153 4.208
H 4.633 1.557 3.492
H 4.670 3.343 3.604
H 3.828 2.634 2.300
H 3.141 2.515 5.323
H 1.844 3.745 2.910
H 1.892 4.275 4.721
C -2.282 -4.753 -5.144
C -2.888 -3.390 -4.686
C -2.717 -3.052 -3.181
O -1.991 -1.837 -3.120
C -1.611 -1.552 -4.447
O -1.009 -0.527 -4.627
O -2.108 -2.341 -5.286
H -1.275 -4.750 -4.739
H -2.256 -4.755 -6.230
H -2.718 -5.658 -4.727
H -3.934 -3.241 -4.920
H -2.053 -3.870 -2.645
H -3.751 -2.791 -2.830
C 0.920 0.334 1.214
O 0.736 -0.066 -0.093
C 0.279 0.853 -0.883
O -0.511 1.885 -0.300
O 0.747 0.786 -2.099
C 0.571 1.804 -3.061
H 1.442 1.231 1.276
H 1.508 -0.336 1.795
H -0.006 0.323 1.768
H -0.363 2.314 -3.119
H 0.645 1.349 -4.024
H 1.330 2.586 -3.043
C -0.945 -2.772 -0.003
O -1.838 -3.607 0.697
C -1.498 -3.888 1.933
O -0.250 -3.465 2.468
O -2.386 -4.651 2.617
C -1.948 -5.104 3.936
H -1.319 -2.376 -0.904
H 0.080 -3.183 -0.186
H -0.813 -1.848 0.516
H -2.749 -5.638 4.334
H -1.718 -4.404 4.709
H -1.060 -5.784 3.833
C -1.092 5.955 0.508
C -0.786 5.169 1.798
C -1.665 3.958 2.026
C -3.090 4.194 2.189
N -4.240 4.440 2.255
H -2.002 6.546 0.466
H -1.051 5.268 -0.345
H -0.263 6.730 0.312
H -0.932 5.871 2.614
H 0.215 4.825 1.877
H -1.384 3.171 2.663
H -1.684 3.422 1.043
C -3.325 1.161 -2.648
C -4.395 2.355 -2.624
C -4.423 2.987 -1.219
C -5.157 4.314 -1.184
N -5.642 5.366 -1.217
H -3.534 0.209 -2.062
H -2.442 1.651 -2.282
H -3.218 0.902 -3.680
H -5.421 2.068 -2.818
H -4.141 3.140 -3.349
H -3.429 3.082 -0.664
H -4.885 2.190 -0.640
C 4.043 0.405 -0.514
C 4.888 1.600 -0.853
C 4.031 2.731 -1.531
C 2.986 3.234 -0.631
N 2.207 3.625 0.135
H 4.631 -0.523 -0.300
H 3.240 0.181 -1.180
H 3.568 0.522 0.432
H 5.748 1.352 -1.422
H 5.224 2.154 0.017
H 3.643 2.487 -2.524
H 4.721 3.525 -1.732
```



# 5
Density functional theory data (ωB97M-V/def2-TZVPD) for C26H39AuN6P as an isolated structure.

Computed properties:
**E_LUMO**: -4.00 eV
**Kohn-Sham gap**: 6.778 eV
**E**: -49510.1385 eV
**ΔE to the lowest compared entry with this formula, charge and spin**: 0.0 kJ/mol
**2S+1**: 1
**Total charge**: +1

```
73
C26H39AuN6P (ωB97M-V/def2-TZVPD)
Au -0.313 -1.037 -0.515
N -0.986 -4.051 3.025
C -0.470 -3.220 3.992
C -0.054 -2.101 3.335
N -0.304 -2.228 1.988
C -0.862 -3.401 1.843
C -1.213 -3.886 0.517
N -1.041 -3.153 -0.567
C -1.452 -3.924 -1.631
C -1.862 -5.135 -1.179
N -1.703 -5.097 0.189
H -1.402 -4.951 3.193
H -0.454 -3.498 5.030
H 0.410 -1.222 3.745
H -1.417 -3.558 -2.641
H -2.239 -6.003 -1.687
H -1.898 -5.860 0.813
C 1.715 -1.230 -0.854
C 1.979 -2.686 -0.897
C 1.879 -3.386 -2.100
C 1.906 -4.768 -2.108
C 2.045 -5.453 -0.903
C 2.256 -4.763 0.289
C 2.233 -3.381 0.285
C 1.895 -6.888 -0.871
N 1.702 -8.020 -0.834
H 1.873 -0.701 -1.789
H 2.153 -0.725 0.001
H 1.735 -2.842 -3.025
H 1.791 -5.318 -3.031
H 2.421 -5.310 1.208
H 2.363 -2.835 1.210
C -2.172 4.392 0.272
C -2.062 2.866 0.147
C -2.414 2.243 1.507
C -3.109 2.364 -0.868
P -0.346 2.286 -0.333
N -0.564 0.796 -0.865
C 0.827 2.447 1.135
C 2.263 2.226 0.630
C 0.556 1.331 2.164
C 0.776 3.792 1.866
C 0.294 3.300 -1.772
C -0.841 3.456 -2.799
C 0.835 4.692 -1.428
C 1.381 2.486 -2.500
H -3.172 4.624 0.648
H -2.061 4.901 -0.682
H -1.456 4.817 0.973
H -3.472 2.434 1.695
H -1.855 2.690 2.326
H -2.260 1.163 1.517
H -4.075 2.324 -0.362
H -2.877 1.367 -1.237
H -3.214 3.035 -1.717
H 2.361 1.301 0.065
H 2.922 2.163 1.498
H 2.624 3.044 0.012
H 0.324 0.377 1.696
H -0.249 1.579 2.851
H 1.461 1.201 2.762
H 0.955 4.646 1.216
H 1.559 3.794 2.629
H -0.171 3.939 2.382
H -1.608 4.161 -2.488
H -1.310 2.499 -3.030
H -0.402 3.842 -3.721
H 0.130 5.292 -0.853
H 1.026 5.225 -2.361
H 1.777 4.655 -0.883
H 1.001 1.500 -2.766
H 2.298 2.369 -1.931
H 1.634 3.014 -3.422
```